# C19H23Cl5EuNP

C19H23Cl5EuNP as an isolated structure (ωB97M-V/def2-TZVPD, the OMol25 dataset).

XYZ file:
```
50
Properties=species:S:1:pos:R:3:forces:R:3:mulliken_spin:R:1
C -2.52146 0.64278 -3.60375 0.34 0.04 0.83 -0.013
C -2.33608 -0.58631 -2.96766 -0.14 -0.44 -0.35 0.024
C -1.62511 -0.64616 -1.76668 -0.44 -0.30 -0.32 -0.044
C -1.19490 0.54384 -1.22901 1.15 -0.42 0.42 0.357
C -1.28794 1.76809 -1.85032 0.22 0.84 0.10 -0.038
C -2.00038 1.81714 -3.04365 -0.08 0.44 -0.51 0.013
C -1.39268 -1.96736 -1.04891 -0.05 -0.13 0.06 0.020
C 0.06362 -2.50463 -0.88868 0.40 -0.05 -0.44 0.006
N 1.13541 -1.50808 -0.68123 0.18 0.17 -0.24 -0.043
Eu 0.16395 0.05653 0.75918 -1.15 0.41 0.30 6.175
C -0.55765 2.99073 -1.24512 -0.35 -0.07 -0.43 0.047
P 1.11806 2.45003 -0.71719 -0.68 -1.33 0.76 -0.004
H -2.72918 -1.53076 -3.39430 0.20 0.75 0.11 0.003
H -2.10975 2.79665 -3.54402 -0.04 -0.69 0.13 0.005
H -3.06413 0.68601 -4.52052 -0.28 0.05 -0.51 0.000
H -1.08365 3.35022 -0.34463 0.21 -0.07 -0.36 0.004
H -0.46087 3.80269 -1.97774 -0.32 -0.04 0.10 -0.002
H -1.86325 -1.93968 -0.04444 0.23 0.22 -0.67 -0.005
H -1.92372 -2.76728 -1.58784 0.04 0.24 0.22 -0.001
H 0.08498 -3.16503 -0.00704 -0.02 0.14 -0.74 0.002
C 1.81526 3.73842 0.36803 0.05 0.09 -0.46 0.011
C 2.08821 2.47208 -2.26317 0.12 0.27 0.08 0.008
H 0.35869 -3.06007 -1.78891 -0.25 -0.26 0.13 -0.001
C 1.67619 -0.96863 -1.93813 0.06 -0.51 0.05 0.007
C 2.21269 -2.02081 0.19809 -0.02 -0.39 -0.50 0.016
H -0.49558 1.79970 1.40109 -0.32 1.30 -0.19 0.292
H 2.16396 -1.81365 -2.44717 0.11 0.27 -0.29 0.001
H 0.85908 -0.57628 -2.55971 0.34 -0.11 0.22 -0.001
H 2.41620 -0.17717 -1.73700 -0.34 -0.36 -0.03 0.002
H 2.78414 -2.76295 -0.38536 0.00 0.00 0.42 0.000
H 2.88741 -1.21558 0.52034 -0.27 -0.14 -0.15 -0.007
H 1.77190 -2.49354 1.09455 0.23 0.20 -0.36 0.003
H 2.09655 3.51164 -2.62633 0.28 -0.41 -0.26 0.001
H 3.10944 2.10693 -2.03818 -0.44 0.35 -0.24 0.000
H 1.62297 1.78887 -2.99684 0.17 0.45 0.30 0.001
H 1.95894 4.64146 -0.24353 0.12 0.04 0.54 0.001
H 1.11939 3.90036 1.21009 0.33 -0.03 -0.44 -0.004
H 2.77518 3.35464 0.76196 -0.45 0.32 -0.18 0.001
H 1.71087 0.46075 1.73604 1.62 0.11 0.34 0.106
Cl -1.50028 -3.45592 1.69171 -0.14 -0.44 0.02 0.000
C -1.19128 -2.31382 2.95008 0.03 0.72 2.21 -0.006
C -0.63930 -1.06546 2.76564 0.23 0.28 -1.35 0.000
C -0.39552 -0.20040 3.81057 -0.63 -1.09 1.51 0.030
Cl 0.31504 1.39489 3.70099 -0.11 -0.17 -0.01 0.022
C -0.72367 -0.58903 5.11949 -0.44 -1.21 -0.89 0.008
Cl -0.44912 0.42853 6.42124 0.14 0.66 1.19 0.000
C -1.30039 -1.86072 5.33598 0.45 0.57 -1.74 -0.001
Cl -1.71283 -2.34829 6.88584 -0.29 -0.34 1.15 0.000
C -1.53327 -2.72564 4.24415 0.48 1.12 0.12 0.002
Cl -2.21614 -4.23976 4.51200 -0.51 -1.07 0.37 0.000
```
Positions in Å, forces in eV/Å.

Output
- Energy above the lowest of the compared OMol25 structures with the same formula, charge and spin: 104.6 kcal/mol
- Kohn-Sham gap (alpha / beta): 0.303 / 0.171 Eh
- Charge: 0
- 2S+1: 8